1.
ORCA calculation (ωB97M-V/def2-TZVPD) on a cluster of 5 separate species, C21H31BrCl9F10N4O7P2 in total.

## Properties
**Total energy**: -9961.5239 Ha

```
! wB97M-V def2-TZVPD RIJCOSX def2/J DEFGRID3
* xyz 1 1
C -1.230 3.894 -4.549
C -0.161 2.803 -4.652
C 0.608 2.505 -3.365
Br 2.169 1.423 -3.843
N -0.198 1.854 -2.324
C -1.335 1.057 -2.766
O -2.443 1.483 -2.717
C -1.065 -0.370 -3.304
F 0.180 -0.724 -2.919
F -1.112 -0.421 -4.630
C -1.999 -1.425 -2.660
F -1.943 -1.222 -1.322
F -1.448 -2.610 -2.918
C -3.490 -1.512 -3.099
F -3.612 -1.495 -4.423
F -3.902 -2.717 -2.655
C -4.462 -0.486 -2.437
O -4.743 -0.572 -1.286
O -4.936 0.423 -3.300
C 0.026 1.980 -1.005
N 0.961 2.785 -0.491
C 1.960 2.199 0.415
P 3.509 1.653 -0.499
O 3.756 3.038 -1.332
Cl 4.860 1.814 1.015
C 1.295 1.077 1.249
C 1.971 0.948 2.634
P 2.615 -0.680 3.136
O 3.853 -0.454 3.882
O 2.811 -1.590 1.830
O 1.510 -1.414 4.017
C -0.246 1.280 1.303
C -0.850 0.004 1.921
C -2.401 -0.107 1.920
N -2.935 -1.339 1.366
C -0.670 2.580 2.076
F 0.386 3.382 2.309
F -1.516 3.291 1.276
C -1.446 2.455 3.408
F -0.780 1.679 4.287
F -1.517 3.692 3.924
N -0.771 1.320 -0.110
H -1.402 4.245 -5.570
H -2.193 3.553 -4.171
H -0.865 4.747 -3.979
H -0.526 1.889 -5.127
H 0.610 3.189 -5.323
H 1.028 3.441 -3.007
H -5.899 0.490 -3.200
H 1.263 3.557 -1.072
H 2.243 2.991 1.113
H 4.299 3.682 -0.851
H 1.439 0.133 0.708
H 2.871 1.558 2.665
H 1.335 1.302 3.446
H 3.390 -1.137 1.201
H 1.030 -2.097 3.528
H -0.454 -0.852 1.358
H -0.473 -0.120 2.934
H -2.845 0.775 1.445
H -2.714 -0.053 2.971
H -3.514 -1.189 0.552
H -2.236 -2.042 1.180
H -2.466 2.102 3.270
H -0.843 0.341 -0.396
C -4.403 -6.155 -2.679
Cl -4.254 -7.283 -4.029
Cl -3.574 -6.737 -1.229
H -3.959 -5.212 -2.971
H -5.454 -6.028 -2.448
C -2.305 5.528 -0.730
Cl -2.228 6.875 0.390
Cl -0.846 5.425 -1.756
H -2.384 4.608 -0.170
H -3.155 5.658 -1.389
C 5.548 -4.166 3.451
Cl 6.287 -2.708 2.773
Cl 3.894 -3.892 4.012
H 5.524 -4.925 2.678
H 6.136 -4.496 4.300
C 6.290 -7.779 5.334
Cl 4.695 -8.252 4.740
Cl 6.252 -6.219 6.169
H 6.640 -8.530 6.031
H 6.961 -7.699 4.487
*
```

---

2.
ORCA calculation (ωB97M-V/def2-TZVPD) on the molecule C20H38BrNO4S.

## Properties
**Total energy**: -4112.6475 Ha

```
! wB97M-V def2-TZVPD RIJCOSX def2/J DEFGRID3
* xyz 0 1
C 5.609 3.316 -0.411
C 5.185 2.229 -1.420
C 4.348 1.131 -0.753
C 5.205 0.055 -0.084
C 4.426 -0.850 0.889
C 3.079 -1.366 0.339
C 2.897 -2.867 0.609
C 1.573 -3.342 -0.041
C 0.352 -3.073 0.862
C -0.747 -2.300 0.120
C -1.557 -1.337 1.048
C -2.857 -2.098 1.420
O -3.883 -1.345 2.115
S -3.271 -0.148 3.023
O -4.290 0.182 3.971
O -3.269 1.158 1.954
C -2.024 1.239 1.287
Br -0.578 1.341 2.702
C -1.862 2.547 0.496
C -3.208 3.266 0.302
C -3.235 4.680 0.837
O -3.182 4.231 -0.655
C -1.836 0.011 0.360
C -3.080 -0.027 -0.556
C -2.968 -0.989 -1.764
C -3.826 -0.471 -2.933
N -5.258 -0.765 -2.801
H 5.745 4.270 -0.915
H 4.848 3.427 0.361
H 6.528 3.010 0.088
H 4.586 2.712 -2.194
H 6.067 1.797 -1.895
H 3.721 1.599 0.012
H 3.677 0.673 -1.478
H 5.615 -0.586 -0.869
H 6.028 0.503 0.476
H 5.041 -1.742 1.033
H 4.305 -0.368 1.858
H 2.259 -0.868 0.864
H 2.983 -1.196 -0.732
H 2.817 -3.051 1.681
H 3.731 -3.418 0.174
H 1.495 -2.813 -0.993
H 1.673 -4.398 -0.300
H 0.666 -2.566 1.776
H -0.012 -4.052 1.178
H -1.426 -3.009 -0.357
H -0.296 -1.693 -0.661
H -0.946 -1.272 1.944
H -3.295 -2.436 0.485
H -2.615 -2.992 1.995
H -1.486 2.380 -0.510
H -1.279 3.255 1.066
H -4.124 2.695 0.423
H -4.084 5.337 0.686
H -2.307 5.240 0.769
H -1.015 0.271 -0.309
H -3.976 -0.283 0.008
H -3.270 0.959 -0.981
H -1.932 -0.996 -2.108
H -3.306 -1.995 -1.525
H -3.462 -0.955 -3.840
H -3.697 0.606 -3.059
H -5.453 -1.657 -3.232
H -5.550 -0.794 -1.834
*
```

---

3.
ORCA calculation (ωB97M-V/def2-TZVPD) on a cluster of 2 separate species, C2H5NO2S in total.

## Properties
**Relative energy (zero: lowest compared OMol25 entry of this formula, charge and spin)**: 14.4 kcal/mol
**<S²>**: 2.006

```
! wB97M-V def2-TZVPD RIJCOSX def2/J DEFGRID3
* xyz 0 3
C -0.017 0.053 0.081
C -1.310 0.523 -1.767
N 1.671 -0.575 2.720
O 0.983 -0.338 -0.417
O -1.139 0.497 -0.326
S 0.105 -0.037 2.568
H -0.510 1.110 -2.222
H -2.278 0.978 -1.950
H -1.281 -0.498 -2.152
H 2.290 0.081 3.179
H 1.744 -1.514 3.094
*
```

---

4.
ORCA calculation (ωB97M-V/def2-TZVPD) on the molecule C3H7NOS.

## Properties
**Relative energy (zero: lowest compared OMol25 entry of this formula, charge and spin)**: 8.6 kcal/mol
**Structure (SMILES)**: NC(=O)CCS

```
! wB97M-V def2-TZVPD RIJCOSX def2/J DEFGRID3
* xyz 0 1
C 0.186 -0.217 -0.321
C 1.114 0.893 0.142
S 2.851 0.556 -0.269
C -1.259 0.080 0.023
N -2.181 -0.862 -0.356
O -1.515 0.893 0.891
H 0.413 -1.126 0.249
H 0.426 -0.501 -1.346
H 0.962 1.100 1.196
H 0.907 1.823 -0.385
H 3.163 -0.202 0.789
H -3.125 -0.611 -0.117
H -1.942 -1.827 -0.496
*
```

---

5.
ORCA calculation (ωB97M-V/def2-TZVPD) on a cluster of 2 separate species, C13H14Cl4N2O2 in total.

## Properties
**Relative energy (zero: lowest compared OMol25 entry of this formula, charge and spin)**: 23.7 kcal/mol
**Structure (SMILES)**: O=C1C(Cl)=C(Cl)C(=O)C(Cl)=C1Cl.C=C1N(C)CCCN1C

```
! wB97M-V def2-TZVPD RIJCOSX def2/J DEFGRID3
* xyz 0 1
Cl -1.832 -1.738 -4.843
C -0.584 -1.470 -3.723
C -0.541 -2.111 -2.510
Cl -1.796 -3.159 -2.003
C 0.476 -1.794 -1.473
O 0.422 -2.189 -0.302
C 1.606 -0.936 -1.953
Cl 3.226 -1.577 -1.551
C 1.504 -0.224 -3.137
Cl 2.562 1.095 -3.422
C 0.359 -0.381 -4.071
O 0.200 0.374 -5.038
C 1.926 -0.454 2.288
N 0.622 0.124 2.065
C -0.320 -0.087 3.146
C -1.475 0.864 3.120
C -2.005 1.028 1.729
N -0.936 1.206 0.755
C -1.334 1.773 -0.511
C 0.273 0.595 0.842
C 1.133 0.470 -0.300
H 2.724 0.212 1.948
H 2.054 -0.601 3.366
H 2.040 -1.413 1.780
H -0.701 -1.121 3.081
H 0.210 0.005 4.097
H -2.282 0.506 3.760
H -1.163 1.832 3.492
H -2.579 0.129 1.431
H -2.658 1.903 1.642
H -0.567 2.456 -0.895
H -1.514 0.996 -1.267
H -2.245 2.353 -0.342
H 1.078 1.288 -1.066
H 2.118 0.046 -0.136
*
```

---

6.
ORCA calculation (ωB97M-V/def2-TZVPD) on a cluster of 9 separate species, C25H46BrN10O20P2 in total.

## Properties
**Total energy**: -6287.6335 Ha

```
! wB97M-V def2-TZVPD RIJCOSX def2/J DEFGRID3
* xyz 1 1
C 4.733 -1.790 3.397
C 4.043 -1.730 1.886
C 4.661 -2.816 0.788
C 3.985 -2.786 -0.713
C 2.769 -1.715 -1.105
C 2.143 -0.622 -0.009
C 2.813 -0.663 1.502
C 2.315 0.293 2.769
N 0.878 0.818 2.524
N -0.068 -0.004 3.038
C -1.489 0.390 2.908
C -2.629 -0.658 3.542
C -3.282 -1.416 2.209
O -4.621 -1.617 2.132
C -1.854 1.792 2.168
C -3.445 2.248 2.071
C -3.902 3.268 3.284
C -4.069 2.539 4.753
Br -2.733 4.875 3.510
C -0.686 2.753 1.520
C 0.838 2.110 1.772
P 2.326 3.103 1.072
P 1.824 5.266 0.989
O 1.459 5.728 -0.504
O 0.503 5.694 2.064
O 3.197 6.258 1.526
H 4.257 -2.595 4.100
H 4.656 -0.729 3.931
H 5.890 -2.031 3.317
H 5.518 -3.588 1.090
H 4.394 -3.580 -1.497
H 2.348 -1.801 -2.193
H 1.266 0.138 -0.286
H 3.069 1.142 3.043
H 2.303 -0.442 3.710
H -3.513 -0.107 4.074
H -2.139 -1.522 4.179
H -2.648 -1.847 1.317
H -3.601 2.804 1.048
H -4.125 1.297 2.109
H -4.984 3.674 2.996
H -4.305 3.338 5.588
H -4.897 1.681 4.690
H -3.049 2.024 5.082
H -0.862 3.764 0.947
H 3.423 3.055 2.048
H 0.389 5.011 2.792
H 3.486 5.806 2.393
C -0.088 -4.339 -3.309
N 1.285 -4.150 -2.767
O 1.522 -4.624 -1.650
O 2.085 -3.530 -3.477
H -0.681 -4.897 -2.582
H -0.515 -3.348 -3.477
H 0.001 -4.896 -4.244
C -1.707 7.157 -0.861
N -2.795 6.247 -1.309
O -3.399 5.614 -0.436
O -3.012 6.194 -2.526
H -1.627 7.104 0.227
H -0.781 6.822 -1.333
H -1.971 8.168 -1.179
C 1.107 8.487 -3.965
N -0.241 8.911 -3.500
O -1.207 8.603 -4.209
O -0.292 9.542 -2.438
H 1.002 7.945 -4.907
H 1.707 9.389 -4.104
H 1.533 7.842 -3.194
C 3.804 -7.634 -3.429
N 2.464 -7.770 -4.063
O 1.794 -6.739 -4.195
O 2.124 -8.907 -4.409
H 3.970 -6.585 -3.176
H 3.806 -8.253 -2.529
H 4.546 -7.980 -4.151
C 2.612 -5.640 3.165
N 3.985 -5.451 3.708
O 4.222 -5.925 4.825
O 4.785 -4.832 2.997
H 2.019 -6.198 3.892
H 2.185 -4.649 2.997
H 2.701 -6.197 2.230
C 2.907 -1.127 -6.678
N 1.559 -0.703 -6.214
O 0.593 -1.011 -6.922
O 1.508 -0.073 -5.151
H 2.802 -1.670 -7.620
H 3.507 -0.226 -6.817
H 3.333 -1.773 -5.907
C -7.153 -2.847 3.176
N -8.134 -3.139 4.256
O -8.233 -4.313 4.629
O -8.778 -2.180 4.698
H -6.662 -3.778 2.884
H -7.705 -2.423 2.335
H -6.426 -2.136 3.574
C -2.542 -0.080 -3.905
N -2.164 -1.488 -3.611
O -1.038 -1.685 -3.140
O -3.008 -2.356 -3.862
H -1.709 0.573 -3.637
H -2.757 -0.012 -4.974
H -3.425 0.156 -3.307
*
```

---

7.
ORCA calculation (ωB97M-V/def2-TZVPD) on a structure of composition C31H18IN9O2S3ScSe.

## Properties
**Relative energy (zero: lowest compared OMol25 entry of this formula, charge and spin)**: 7.0 kcal/mol

```
! wB97M-V def2-TZVPD RIJCOSX def2/J DEFGRID3
* xyz -1 1
Sc -0.322 0.583 0.094
C -0.011 -3.894 1.582
C 0.587 -2.869 2.501
N 0.846 -3.237 3.737
C 1.373 -2.344 4.590
C 1.725 -1.066 4.234
C 2.340 -0.153 5.255
O 3.734 0.082 5.020
C 1.480 -0.656 2.907
C 1.994 0.608 2.424
N 1.672 1.162 1.312
C 2.445 2.301 0.956
C 2.330 3.491 1.661
C 3.058 4.604 1.267
C 3.901 4.534 0.170
C 4.026 3.347 -0.537
C 3.297 2.238 -0.143
I 3.464 0.441 -1.182
C 0.839 -1.541 2.026
O 0.482 -1.213 0.822
H 0.535 -4.832 1.685
H 0.013 -3.562 0.546
H -1.049 -4.090 1.859
H 1.514 -2.681 5.612
H 2.188 -0.579 6.251
H 1.864 0.828 5.247
H 4.136 -0.772 4.826
H 2.775 1.064 3.034
H 1.635 3.542 2.490
H 2.948 5.533 1.810
H 4.455 5.408 -0.148
H 4.679 3.287 -1.397
S -3.918 -3.838 -5.328
N -4.065 -3.840 -3.718
C -3.225 -2.927 -3.260
C -3.037 -2.570 -1.868
C -3.774 -3.123 -0.822
C -3.538 -2.687 0.461
C -2.575 -1.704 0.672
N -1.879 -1.171 -0.321
C -2.085 -1.591 -1.572
C -1.287 -0.947 -2.625
N -0.376 -0.034 -2.237
C 0.273 0.642 -3.180
C 0.072 0.432 -4.543
C -0.820 -0.529 -4.945
C -1.516 -1.243 -3.968
C -2.492 -2.269 -4.284
N -2.792 -2.692 -5.499
H -4.519 -3.876 -1.041
H -4.087 -3.085 1.303
H -2.358 -1.327 1.664
H 0.958 1.401 -2.828
H 0.617 1.040 -5.251
H -1.013 -0.735 -5.989
S 0.090 2.960 -0.824
C -1.444 2.749 -1.614
S -2.548 1.705 -0.825
C -1.680 3.296 -2.867
C -0.697 4.055 -3.558
N 0.112 4.647 -4.129
C -2.898 3.033 -3.561
N -3.867 2.831 -4.153
Se -2.019 0.249 4.858
C -1.475 0.670 3.206
N -1.095 0.909 2.130
*
```

---

8.
ORCA calculation (ωB97M-V/def2-TZVPD) on a cluster of 2 separate species, C3H8N2O in total.

## Properties
**Relative energy (zero: lowest compared OMol25 entry of this formula, charge and spin)**: 37.8 kcal/mol
**Structure (SMILES)**: C=CN.NC=O

```
! wB97M-V def2-TZVPD RIJCOSX def2/J DEFGRID3
* xyz 0 1
C -0.841 1.335 -0.837
C -0.998 2.249 0.106
N -0.119 2.573 1.143
H -0.045 0.639 -1.041
H -1.610 1.132 -1.574
H -1.986 2.665 0.271
H 0.814 2.201 1.061
H -0.157 3.542 1.412
C 0.511 -1.685 -0.065
N 1.672 -2.397 -0.161
O -0.564 -2.177 -0.316
H 0.648 -0.632 0.192
H 2.492 -2.038 0.302
H 1.633 -3.399 -0.258
*
```

---

no.,largest force on an atom (eV/A)
1,2.07
2,3.83
3,2.75
4,2.39
5,2.56
6,8.68
7,0.49
8,1.38